[1]
C4H7NO | ωB97M-V with the def2-TZVPD basis set

The geometry in ORCA input format:
```
! wB97M-V def2-TZVPD RIJCOSX def2/J DEFGRID3
* xyz 0 1
N 1.36 0.44 0.77
C 1.52 -0.69 -1.44
O 1.63 0.23 -2.09
C -0.78 -0.64 0.06
C -1.71 -0.33 -0.83
C -0.08 0.37 0.95
H 1.91 -0.16 1.35
H 1.74 1.38 0.73
H -0.50 -1.68 0.22
H -1.96 0.70 -1.07
H -2.26 -1.10 -1.37
H -0.37 0.13 1.98
H -0.51 1.36 0.73
*
```

The value obtained for the energy above the lowest of the compared OMol25 structures with the same formula, charge and spin is 48.3 kcal/mol. As for the molar mass: 85.1 g mol⁻¹. The gap between HOMO and LUMO comes out at 10.17 eV.

In elementary charge units, the Löwdin charges are: -0.04 -0.02 0.01 -0.25 -0.01 -0.28 0.08 0.08 0.10 0.06 0.06 0.11 0.11

=====

[2]
C4H7NO | ωB97M-V with the def2-TZVPD basis set

The geometry in ORCA input format:
```
! wB97M-V def2-TZVPD RIJCOSX def2/J DEFGRID3
* xyz 0 1
C -0.08 -2.06 0.55
C 0.00 -0.70 -0.03
N -0.58 -0.19 -1.03
C -0.01 1.15 -1.15
C 0.91 1.36 0.03
O 0.91 0.17 0.62
H 0.91 -2.53 0.54
H -0.78 -2.66 -0.03
H -0.41 -2.00 1.60
H 0.67 1.16 -2.01
H -0.76 1.92 -1.34
H -0.75 2.07 1.15
H -0.02 2.31 1.10
*
```

The value obtained for the energy above the lowest of the compared OMol25 structures with the same formula, charge and spin is 101.5 kcal/mol. As for the molar mass: 85.1 g mol⁻¹. The gap between HOMO and LUMO comes out at 9.68 eV.

In elementary charge units, the Löwdin charges are: 0.01 -0.40 0.12 -0.25 -0.09 -0.05 0.09 0.09 0.09 0.12 0.11 0.10 0.05

=====

[3]
C4H7NO | ωB97M-V with the def2-TZVPD basis set

The geometry in ORCA input format:
```
! wB97M-V def2-TZVPD RIJCOSX def2/J DEFGRID3
* xyz 0 1
C -1.60 -0.35 0.38
C -0.28 -0.14 -0.30
C 0.65 1.06 -0.13
C 1.70 0.05 0.31
O 2.83 0.12 0.70
N 0.81 -1.08 0.12
H -1.85 -1.42 0.30
H -1.59 -0.07 1.43
H -2.34 0.23 -0.18
H -0.44 -0.36 -1.37
H 0.92 1.52 -1.09
H 0.36 1.82 0.59
H 0.83 -1.36 -0.85
*
```

The value obtained for the energy above the lowest of the compared OMol25 structures with the same formula, charge and spin is 43.5 kcal/mol. As for the molar mass: 85.1 g mol⁻¹. As for the structure (SMILES): C[C@H]1CC(=O)N1. The gap between HOMO and LUMO comes out at 10.51 eV.

In elementary charge units, the Löwdin charges are: -0.06 -0.41 -0.03 -0.44 0.11 0.10 0.08 0.08 0.08 0.13 0.12 0.12 0.12

=====

[4]
C4H7NO | ωB97M-V with the def2-TZVPD basis set

The geometry in ORCA input format:
```
! wB97M-V def2-TZVPD RIJCOSX def2/J DEFGRID3
* xyz 0 1
C -0.34 0.06 -1.46
C 0.18 0.57 0.86
C -0.84 -0.29 1.53
C 0.59 -0.35 1.98
H -1.36 0.24 -1.05
H 1.58 0.17 -0.69
H 0.19 1.62 1.06
H -1.24 -1.12 0.96
H -1.57 0.25 2.13
H 1.06 -1.25 1.67
H 0.88 0.10 2.94
N 0.58 0.17 -0.47
O -0.15 -0.14 -2.65
*
```

The value obtained for the energy above the lowest of the compared OMol25 structures with the same formula, charge and spin is 31.4 kcal/mol. As for the molar mass: 85.1 g mol⁻¹. As for the structure (SMILES): O=CNC1CC1. The gap between HOMO and LUMO comes out at 10.72 eV.

In elementary charge units, the Löwdin charges are: -0.35 -0.32 -0.13 -0.10 0.14 0.16 0.13 0.11 0.11 0.09 0.11 0.05 0.00

=====

[5]
C4H7NO | ωB97M-V with the def2-TZVPD basis set

The geometry in ORCA input format:
```
! wB97M-V def2-TZVPD RIJCOSX def2/J DEFGRID3
* xyz 0 1
N 2.16 -0.27 -0.13
C 1.06 0.51 -0.05
O 1.08 1.68 -0.40
C -0.17 -0.21 0.45
C -1.32 -0.48 -0.52
C -1.43 0.58 0.50
H 2.17 -1.19 0.26
H 3.01 0.18 -0.44
H -0.08 -1.21 0.83
H -1.13 -0.24 -1.55
H -1.93 -1.38 -0.35
H -2.12 0.45 1.32
H -1.30 1.58 0.10
*
```

The value obtained for the energy above the lowest of the compared OMol25 structures with the same formula, charge and spin is 27.2 kcal/mol. As for the molar mass: 85.1 g mol⁻¹. As for the structure (SMILES): NC(=O)C1CC1. The gap between HOMO and LUMO comes out at 10.86 eV.

In elementary charge units, the Löwdin charges are: 0.16 -0.52 0.05 -0.20 -0.11 -0.11 0.09 0.11 0.12 0.10 0.11 0.10 0.11

=====

[6]
C4H7NO | ωB97M-V with the def2-TZVPD basis set

The geometry in ORCA input format:
```
! wB97M-V def2-TZVPD RIJCOSX def2/J DEFGRID3
* xyz 0 1
C -0.18 -1.14 -0.12
C 0.21 -2.36 -0.42
C -1.18 -0.07 0.10
C 0.35 0.13 0.45
N 0.98 2.31 -0.08
O 1.23 0.89 -0.24
H 1.25 -2.53 -0.31
H -0.52 -3.14 -0.75
H -1.63 0.37 -0.77
H -2.03 -0.06 0.82
H 0.56 0.20 1.48
H 0.55 2.76 0.77
H 0.39 2.64 -0.93
*
```

The value obtained for the energy above the lowest of the compared OMol25 structures with the same formula, charge and spin is 124.8 kcal/mol. As for the molar mass: 85.1 g mol⁻¹. As for the structure (SMILES): C=C1C[C@@H]1ON. The gap between HOMO and LUMO comes out at 10.28 eV.

In elementary charge units, the Löwdin charges are: -0.24 0.07 -0.03 -0.31 -0.01 -0.13 0.05 0.08 0.09 0.11 0.13 0.09 0.11

=====

[7]
C4H7NO | ωB97M-V with the def2-TZVPD basis set

The geometry in ORCA input format:
```
! wB97M-V def2-TZVPD RIJCOSX def2/J DEFGRID3
* xyz 0 1
O 1.20 1.95 0.51
C 1.74 0.94 0.10
C 1.02 -0.36 -0.04
C -0.38 -0.27 0.51
C -1.52 0.08 -0.39
N -1.28 -1.29 0.02
H 2.81 0.95 -0.19
H 1.66 -1.17 0.35
H 0.95 -0.60 -1.12
H -0.60 0.45 1.28
H -1.27 0.45 -1.37
H -2.37 0.56 0.10
H -1.98 -1.63 0.67
*
```

The value obtained for the energy above the lowest of the compared OMol25 structures with the same formula, charge and spin is 61.7 kcal/mol. As for the molar mass: 85.1 g mol⁻¹. As for the structure (SMILES): O=CC[C@H]1CN1. The gap between HOMO and LUMO comes out at 10.76 eV.

In elementary charge units, the Löwdin charges are: 0.05 -0.26 -0.13 -0.34 -0.16 0.02 0.12 0.12 0.13 0.13 0.10 0.11 0.09

=====

[8]
C4H7NO | ωB97M-V with the def2-TZVPD basis set

The geometry in ORCA input format:
```
! wB97M-V def2-TZVPD RIJCOSX def2/J DEFGRID3
* xyz 0 1
O -2.78 -0.29 1.03
C -1.62 -0.47 0.81
C -0.67 0.66 0.43
N 0.51 0.15 -0.27
C 0.41 -0.26 -1.53
C 1.68 0.04 0.39
H -1.16 -1.48 0.89
H -0.34 1.14 1.36
H -1.21 1.38 -0.18
H 1.31 -0.23 -2.13
H -0.49 -0.74 -1.89
H 2.37 -0.71 0.04
H 2.01 0.83 1.05
*
```

The value obtained for the energy above the lowest of the compared OMol25 structures with the same formula, charge and spin is 88.4 kcal/mol. As for the molar mass: 85.1 g mol⁻¹. The gap between HOMO and LUMO (spin up / spin down) comes out at 7.92 / 7.93 eV.

In elementary charge units, the Löwdin charges are: 0.06 -0.24 -0.11 -0.33 -0.01 -0.01 0.13 0.14 0.14 0.06 0.06 0.06 0.05

=====

[9]
C4H7NO | ωB97M-V with the def2-TZVPD basis set

The geometry in ORCA input format:
```
! wB97M-V def2-TZVPD RIJCOSX def2/J DEFGRID3
* xyz 0 1
C -1.56 -0.36 0.37
C -0.37 -0.24 -0.56
C 0.60 0.90 -0.22
C 1.77 0.09 0.27
O 2.87 0.37 0.75
N 1.60 -1.21 0.16
H -2.16 -1.25 0.15
H -1.24 -0.42 1.41
H -2.21 0.52 0.26
H -0.65 -0.26 -1.61
H 0.88 1.50 -1.09
H 0.22 1.57 0.56
H 0.24 -1.22 -0.45
*
```

The value obtained for the energy above the lowest of the compared OMol25 structures with the same formula, charge and spin is 99.9 kcal/mol. As for the molar mass: 85.1 g mol⁻¹. The gap between HOMO and LUMO comes out at 8.52 eV.

In elementary charge units, the Löwdin charges are: -0.09 -0.23 -0.10 -0.66 0.07 0.28 0.08 0.09 0.09 0.13 0.12 0.13 0.09

=====

[10]
C4H7NO | ωB97M-V with the def2-TZVPD basis set

The geometry in ORCA input format:
```
! wB97M-V def2-TZVPD RIJCOSX def2/J DEFGRID3
* xyz 0 1
C -1.78 0.37 -0.08
N -0.37 0.17 -0.05
C 0.40 -1.06 0.00
C 1.68 -0.18 0.10
C 0.70 1.01 -0.01
O 0.79 2.22 -0.10
H -2.25 -0.31 0.64
H -2.00 1.41 0.21
H -2.19 0.19 -1.08
H 0.26 -1.69 -0.88
H 0.14 -1.66 0.89
H 2.19 -0.29 1.06
H 2.42 -0.17 -0.70
*
```

The value obtained for the energy above the lowest of the compared OMol25 structures with the same formula, charge and spin is 23.3 kcal/mol. As for the molar mass: 85.1 g mol⁻¹. As for the structure (SMILES): CN1CCC1=O. The gap between HOMO and LUMO comes out at 10.22 eV.

In elementary charge units, the Löwdin charges are: -0.03 -0.12 -0.13 -0.04 -0.47 0.07 0.09 0.10 0.09 0.11 0.11 0.11 0.11

=====

[11]
C4H7NO | ωB97M-V with the def2-TZVPD basis set

The geometry in ORCA input format:
```
! wB97M-V def2-TZVPD RIJCOSX def2/J DEFGRID3
* xyz 0 1
N 1.09 0.67 0.40
C 1.15 -0.48 -0.63
O 2.25 -0.81 -1.05
C -0.14 -0.90 -0.81
C -1.28 -0.02 -0.40
C -0.71 0.40 0.91
H 1.66 0.40 1.20
H 1.65 1.46 -0.01
H -0.32 -1.88 -1.24
H -1.51 0.84 -1.05
H -2.20 -0.62 -0.32
H -0.77 -0.43 1.64
H -0.85 1.37 1.35
*
```

The value obtained for the energy above the lowest of the compared OMol25 structures with the same formula, charge and spin is 82.5 kcal/mol. As for the molar mass: 85.1 g mol⁻¹. The gap between HOMO and LUMO comes out at 7.61 eV.

In elementary charge units, the Löwdin charges are: 0.12 -0.56 -0.02 -0.11 -0.24 0.02 0.12 0.15 0.09 0.11 0.12 0.12 0.08

=====

[12]
C4H7NO | ωB97M-V with the def2-TZVPD basis set

The geometry in ORCA input format:
```
! wB97M-V def2-TZVPD RIJCOSX def2/J DEFGRID3
* xyz 0 1
C -1.41 -0.58 0.86
C 0.28 0.30 -1.56
C 0.81 -0.36 -0.32
C 0.59 0.60 1.13
N -0.80 0.53 1.09
O 1.53 -1.30 -0.24
H -1.00 -1.58 1.01
H -2.49 -0.53 0.75
H -0.34 -0.43 -2.10
H 1.12 0.56 -2.21
H -0.32 1.17 -1.33
H 1.07 -0.01 1.91
H 0.95 1.62 1.02
*
```

The value obtained for the energy above the lowest of the compared OMol25 structures with the same formula, charge and spin is 63.8 kcal/mol. As for the molar mass: 85.1 g mol⁻¹. As for the structure (SMILES): C=NCC(C)=O. The gap between HOMO and LUMO comes out at 9.47 eV.

In elementary charge units, the Löwdin charges are: -0.05 -0.03 -0.42 -0.14 -0.07 0.08 0.09 0.07 0.09 0.09 0.08 0.11 0.10